{
  "formula": "C33H21BrN4O2Tl",
  "method": "the ωB97M-V functional and the def2-TZVPD basis",
  "species": ["Tl", "O", "N", "O", "C", "C", "C", "C", "C", "C", "N", "C", "C", "N", "C", "C", "C", "C", "H", "H", "H", "H", "H", "H", "H", "C", "C", "C", "C", "C", "C", "C", "C", "C", "C", "C", "C", "C", "C", "C", "N", "H", "H", "H", "H", "H", "H", "H", "H", "H", "H", "Br", "C", "C", "C", "C", "C", "C", "H", "H", "H", "H"],
  "xyz": [[-0.3345, 0.6177, -0.7748], [-5.0855, -2.1922, 5.0436], [-5.0598, -2.0826, 3.7986], [-6.0043, -2.5145, 3.0851], [-3.9428, -1.4815, 3.2104], [-2.9370, -1.0487, 4.0692], [-1.7632, -0.4449, 3.5728], [-0.7041, 0.0103, 4.3949], [0.4067, 0.5809, 3.8366], [0.4952, 0.6973, 2.4400], [-0.4813, 0.2715, 1.6619], [-1.5855, -0.2683, 2.1944], [-2.6462, -0.6795, 1.2804], [-2.4322, -0.4308, -0.0203], [-3.3458, -0.7572, -0.9193], [-4.5307, -1.3765, -0.5520], [-4.7678, -1.6479, 0.7794], [-3.8249, -1.2927, 1.7627], [-3.0770, -1.1942, 5.1285], [-0.7847, -0.1005, 5.4699], [1.2239, 0.9348, 4.4508], [1.3610, 1.1135, 1.9421], [-3.1238, -0.5021, -1.9494], [-5.2604, -1.6383, -1.3060], [-5.6750, -2.1281, 1.0982], [-0.0644, 5.0906, -0.9008], [1.3114, 5.2624, -0.7553], [2.1460, 4.1752, -0.5968], [1.6433, 2.8578, -0.5755], [0.2505, 2.6938, -0.7241], [-0.5765, 3.8006, -0.8851], [2.5199, 1.6957, -0.3944], [3.9097, 1.7881, -0.2843], [4.6916, 0.6778, -0.0846], [4.0657, -0.6147, 0.0303], [4.7774, -1.7910, 0.2548], [4.1422, -3.0218, 0.3703], [2.7582, -3.0744, 0.2580], [2.0253, -1.9175, 0.0334], [2.6502, -0.6705, -0.0900], [1.9089, 0.4580, -0.3110], [-0.7186, 5.9449, -1.0218], [1.7379, 6.2588, -0.7631], [3.2068, 4.3540, -0.4787], [-1.6460, 3.6618, -1.0013], [4.3837, 2.7574, -0.3607], [5.7681, 0.7605, -0.0045], [5.8577, -1.7286, 0.3422], [4.7157, -3.9223, 0.5476], [2.2393, -4.0211, 0.3478], [0.9445, -1.9789, -0.0466], [0.3068, -2.2155, -6.9585], [0.0622, -1.4912, -5.2238], [-0.7028, -2.1833, -4.3031], [-0.8760, -1.6431, -3.0325], [-0.3024, -0.4282, -2.6721], [0.4700, 0.2373, -3.6254], [0.6590, -0.2858, -4.9003], [-1.1481, -3.1332, -4.5670], [-1.4484, -2.2168, -2.3120], [0.9458, 1.1823, -3.3792], [1.2650, 0.2353, -5.6294]],
  "forces_ev_per_a": [[0.17, 0.23, 0.14], [-0.04, 0.01, 0.00], [0.04, -0.07, -0.17], [0.13, 0.10, 0.01], [-0.44, -0.15, -0.34], [0.48, 0.24, -0.08], [-0.33, -0.20, 0.39], [0.12, 0.05, 0.13], [0.01, 0.01, -0.05], [-0.06, -0.09, 0.11], [-0.01, -0.06, -0.04], [-0.05, 0.01, -0.51], [0.23, 0.05, 0.09], [-0.12, 0.04, 0.01], [-0.23, 0.00, 0.02], [0.11, 0.07, -0.10], [-0.03, -0.04, 0.22], [0.05, 0.00, 0.27], [0.03, 0.01, -0.01], [-0.03, -0.01, -0.01], [-0.01, -0.01, 0.01], [0.01, 0.02, 0.05], [0.00, -0.04, 0.00], [0.00, 0.00, 0.00], [-0.07, -0.03, 0.03], [0.11, -0.03, 0.01], [-0.05, 0.04, -0.01], [0.01, -0.06, 0.01], [0.10, 0.09, 0.02], [-0.20, 0.15, 0.10], [0.03, 0.02, 0.00], [-0.19, -0.20, 0.04], [0.08, 0.06, 0.01], [-0.15, -0.15, 0.01], [0.06, 0.19, -0.02], [0.12, -0.17, 0.04], [-0.02, 0.15, -0.03], [-0.04, 0.05, -0.01], [-0.08, -0.19, 0.02], [0.07, 0.19, -0.05], [0.27, 0.12, -0.01], [0.00, 0.00, 0.00], [-0.01, 0.00, 0.00], [-0.01, 0.00, 0.00], [0.01, -0.01, 0.01], [0.01, -0.02, 0.00], [0.00, -0.01, 0.00], [-0.01, 0.00, 0.00], [0.01, 0.00, 0.00], [0.00, 0.00, 0.00], [0.01, 0.04, -0.01], [0.02, -0.05, -0.13], [-0.02, 0.05, 0.12], [0.00, 0.02, 0.06], [0.10, -0.12, 0.00], [-0.09, -0.29, -0.26], [-0.05, -0.11, -0.13], [0.01, 0.05, 0.05], [0.00, 0.00, 0.00], [-0.04, 0.04, 0.00], [0.00, -0.02, -0.01], [-0.01, 0.00, 0.00]],
  "mulliken_charge": [1.538, -0.774, 0.971, -0.768, -0.650, -0.930, 1.252, -0.770, -1.027, -0.032, 0.186, -0.499, 0.252, -0.252, -0.352, -1.146, -0.286, 0.580, 0.517, 0.424, 0.424, 0.302, 0.671, 0.393, 0.588, -0.743, -0.616, -1.257, 1.085, 0.361, -0.740, 0.223, -0.653, -1.720, 1.266, -0.594, -0.610, -0.844, -0.377, -0.189, 0.303, 0.377, 0.368, 0.343, 0.384, 0.376, 0.342, 0.358, 0.368, 0.404, 0.286, -0.236, 0.129, -0.684, 0.056, 0.136, -0.389, -0.781, 0.422, 0.489, 0.328, 0.416],
  "gap_ev": [4.61, 5.27],
  "lumo_energy_ha": [0.075, 0.078],
  "de_lowest_ev": 0.099,
  "largest_force_ev_per_a": 0.6,
  "homo_energy_ev": [-2.57, -3.16],
  "total_energy_ha": -4386.08491,
  "total_charge": -1
}